This record from the Open Molecules 2025 dataset describes a molecular structure, C28H40AsBrCoN3O4Sb at a distorted geometry. The level of theory is the ωB97M-V functional and the def2-TZVPD basis.

```
79
Properties=species:S:1:pos:R:3:forces:R:3
H -2.8332 3.1259 -5.8525 0.1126 0.3620 -0.1137
H -1.3524 4.4565 5.1612 0.5512 -0.2531 -0.8507
C 2.0914 -4.6814 -2.7566 0.4463 -0.2193 2.1557
C 0.2660 4.2961 3.5721 -0.8840 0.7607 -0.9403
Co 1.1708 -1.5205 0.1032 0.0255 1.5334 1.4825
H -4.2407 -0.5840 0.5496 0.1437 0.0039 -0.0894
C 2.4425 -3.1011 4.3736 -0.0685 1.2329 2.3914
C 1.0587 -1.6744 2.9582 0.3728 -0.4917 -1.4579
C -0.2104 4.2182 -1.1873 -0.4638 0.8943 1.0909
C 1.9448 -2.9386 -4.4137 0.0223 0.3401 -0.3990
H -3.9891 1.8008 2.7587 0.0349 -0.1954 -0.0720
C -3.3115 -0.1825 0.9858 -0.0854 -1.3395 0.2341
C 1.8934 5.0789 -0.1836 0.1168 -0.8473 0.4086
C -2.5178 2.4244 -5.0879 -0.2541 0.8617 0.1253
H 2.7526 -7.3856 -0.7734 0.0225 -0.1425 0.0632
C 1.5397 3.9928 4.3427 -0.1294 -0.6707 -0.0608
H 2.3846 4.3532 -0.9012 -0.4888 0.7439 0.9393
H 2.0262 -2.5606 -5.4848 -0.6176 -0.7016 1.6061
C 1.0449 -1.3624 5.3829 -0.2726 -0.1163 -1.3496
H 3.2704 -4.2387 2.1267 -0.4853 0.0514 -0.2040
H -2.4605 -0.7366 0.5518 -0.4325 0.0855 0.2703
C 2.5247 -6.3644 -1.0337 -1.0283 -0.6140 -2.6736
H -1.7308 2.8814 -4.4763 -0.1140 -0.1064 -0.1994
C -2.3289 -0.2813 -4.3230 0.2470 -0.3971 -1.8113
O 2.4478 -1.3571 -1.2585 -0.6126 -0.0270 -0.1150
N -0.4349 0.3656 -1.1875 0.8054 1.0702 0.8102
H -3.3933 2.2703 -4.4453 0.2042 -0.3182 -0.1194
H 1.8449 6.0508 -0.6493 0.0975 0.3845 -0.4494
H -3.5286 1.1043 -7.9278 0.0095 -0.1894 -0.0699
N 2.1354 -2.3217 -2.1050 0.7967 -0.5271 -1.2768
C 2.2532 -4.0506 -0.3044 0.5844 -1.6021 -1.5923
H 2.4126 4.4176 3.8369 -0.0737 -0.0213 0.2866
H 3.0693 -3.9288 4.5683 0.8323 -0.7888 -0.1198
H 0.1300 4.8974 -1.9784 -0.3776 0.0979 0.0559
Sb 0.2778 3.0628 1.7207 0.2071 0.1532 -0.3386
C 2.0229 -2.3875 5.5149 -0.6005 -0.3407 -1.4920
H 0.5378 -1.0094 6.2974 0.5902 0.2921 -0.6686
C 1.9750 -1.9578 -3.3837 0.7864 -1.7554 -0.1795
H 1.6072 -4.9877 -4.8809 0.8226 -0.0134 0.5362
C -3.5459 0.4872 -7.0315 -0.2514 -0.4484 1.1760
H -4.8059 0.5936 3.7314 -0.0484 0.2234 0.5446
Br 2.6318 -2.7896 7.2750 -0.0553 -0.1848 -0.4154
N 2.2175 -3.1205 0.7006 -1.1568 0.3892 0.5147
H -1.1346 2.8488 4.5571 0.1705 -0.3336 -0.3641
H 0.1752 5.3779 3.2261 0.2896 -1.1879 0.6723
H -1.7802 -1.2128 -4.5189 -0.3768 0.0139 0.6068
H 2.5080 5.2075 0.7192 0.0267 -0.2018 -0.2795
C 0.6401 -0.9582 4.0856 0.4865 -0.3766 2.7558
H -3.7048 -0.5916 -7.2494 0.3648 0.7283 -0.1236
H -2.1085 0.1382 -3.3390 0.0530 0.0865 -0.3945
H -1.8889 4.0927 3.5176 -0.0010 -0.2699 0.1246
C 1.9170 -4.2944 -4.0845 -0.6639 1.7884 -1.3812
H -3.2244 0.8150 0.6546 0.0596 1.3886 -0.4712
H 2.0185 -0.9037 -3.5707 -0.0844 0.2924 0.1049
H -3.1034 1.1254 4.1206 -0.4817 -0.2263 -0.0005
C -1.0785 3.8821 4.2231 -0.0228 1.2723 1.0512
As -1.8725 0.8217 -5.9611 -0.2987 -0.3358 0.7024
C -3.3490 -0.2492 2.4721 1.2902 -0.3643 0.1878
H -4.3970 0.7902 -6.3891 0.3523 -0.0159 -0.3907
H 1.6854 2.9074 4.4065 0.0979 -0.0868 -0.4147
O -0.5839 -0.8614 -1.2936 0.8293 -0.6257 0.4924
C 0.4476 4.6464 0.1516 0.5610 -0.7433 -0.2183
H -2.6953 -1.0197 2.9287 -0.6459 0.5212 -0.1208
H 2.4620 -6.7984 -3.1580 -0.2199 -0.2445 -0.3391
C 2.0627 -2.7538 3.0801 -1.5646 1.2835 -0.5700
H -0.0867 5.4627 0.6539 0.0438 0.0643 -0.4529
C 2.5224 -3.4517 1.9345 0.3307 0.6398 0.4195
C -3.8319 0.8772 3.3305 0.2354 -0.0851 -0.4609
H 2.4683 -5.6840 1.0203 -0.5262 -0.3685 -0.5948
O 0.4904 -1.3478 1.8450 0.0661 -0.0523 0.2280
H 0.0499 3.2289 -1.5094 0.2636 -0.6606 0.1031
H 1.5282 4.2266 5.4002 -0.0957 0.8450 0.2842
H -1.2959 4.2547 -1.0453 0.0674 0.0131 -0.4770
C 2.2981 -5.4492 -0.0384 1.2561 2.5177 0.8000
O 0.4612 0.7436 -0.3668 -0.8064 -1.7736 -1.1048
H -0.0062 -0.0954 3.9408 -0.1286 -0.3990 -0.0189
C 2.3024 -6.0570 -2.4038 0.5577 1.2743 2.3832
C 2.2063 -3.6538 -1.6962 -0.8087 -1.2795 -1.0309
H -3.3922 -0.4198 -4.5291 -0.0077 -0.2672 0.6593
```
Forces are in eV/Å.

As for the HOMO energy (alpha / beta): -6.70 / -7.49 eV. As for the expectation value of S²: 3.898. The lowest unoccupied orbital energy (alpha / beta) comes out at -1.860 / -1.800 eV. For the orbital gap (alpha / beta), the calculation gives 4.84 / 5.69 eV. Its spin multiplicity is 4.


This record from the Open Molecules 2025 dataset describes 2 unconnected molecules or ions with the total composition C3H12N2O2 at a distorted geometry. The level of theory is the ωB97M-V functional and the def2-TZVPD basis.

```
19
Properties=species:S:1:pos:R:3:forces:R:3
C 0.2308 -1.6401 -1.1537 0.6832 -0.6987 -0.1538
H -2.1575 0.7347 1.1146 -0.5507 -0.1264 -0.9969
O -0.8673 1.7225 2.0464 -0.3669 0.1837 0.1607
H -0.0305 -0.4185 1.0306 -0.3875 0.1630 0.3190
H 0.3170 -1.7860 -2.2299 0.4089 0.0882 -0.0667
N -0.2321 0.2927 0.3394 0.2511 -0.2288 -1.4523
H -0.0761 2.2636 2.0791 0.2066 0.0433 -0.6274
O 2.6512 1.4556 -0.5184 0.1649 -1.2214 1.5555
C -1.2488 1.2178 0.7539 0.7652 0.1597 2.5255
H 3.2425 0.9044 0.0382 0.4749 0.6494 -0.8834
C -0.5467 -0.3592 -0.9479 -0.5492 0.0425 0.1122
H 1.8662 1.1705 -0.0140 -0.8256 0.5102 -0.7074
H -1.4145 2.0289 0.0341 0.0314 -0.4221 -0.0883
H -1.1053 -2.5245 0.1122 0.1065 -0.6476 0.3191
H -0.0425 -3.6886 -0.5725 0.1972 0.1178 0.3225
H -1.6223 -0.6520 -1.0345 0.4125 0.3307 0.1475
N -0.5051 -2.8022 -0.6467 -0.6055 1.0927 -0.2462
H 1.2499 -1.5464 -0.7060 -0.5085 0.0672 -0.3910
H -0.3532 0.3503 -1.7601 0.0916 -0.1036 0.1514
```
Forces are in eV/Å.

As for the HOMO energy: -9.13 eV. The lowest unoccupied orbital energy comes out at 0.809 eV. Its structure (SMILES) is NCCNCO.O. For the orbital gap, the calculation gives 9.94 eV.


This record from the Open Molecules 2025 dataset describes 10 unconnected molecules or ions with the total composition C38H105N9O10 at a distorted geometry. The level of theory is the ωB97M-V functional and the def2-TZVPD basis.

```
162
Properties=species:S:1:pos:R:3:forces:R:3
H 0.8059 4.0368 4.3125 0.0776 0.1024 0.0305
C -3.5446 3.3272 -2.8581 1.0067 0.3316 1.3089
C -3.4278 -1.1353 2.5964 0.3536 0.9575 -0.0045
H 3.6640 1.5181 -5.1065 -0.1235 0.0824 0.0628
H 0.4228 -0.9543 5.3005 -0.0022 0.1525 0.0294
H -2.2872 -1.5336 -0.3086 0.6144 0.5697 -0.1638
H -0.3636 2.7190 -4.1553 -0.2217 0.1522 -0.1058
H 3.0189 -2.9574 -2.3416 0.1074 0.0600 0.0614
C -2.9119 -2.4726 -4.7928 -0.4834 -0.2352 0.3090
H -0.2457 -0.8599 -3.9769 0.2542 -0.2065 0.2302
H 0.5050 7.4730 3.2190 -0.1060 -0.0638 0.0717
N 0.3794 6.5423 3.6081 0.5095 -0.8404 -0.2882
H 0.7172 0.1435 -1.5680 0.0578 -0.2394 0.1789
H 2.6050 2.8090 0.0153 0.7155 -0.0691 0.7686
H -1.4699 -5.8760 0.5450 0.0615 -0.1885 -0.0370
H 1.6790 -1.5158 2.9588 -0.0964 0.1996 0.2439
C -3.4659 4.7807 -4.7165 -0.7332 -0.2935 0.5769
C -0.7856 -5.9504 1.4026 0.3910 0.2338 0.4556
O 3.1463 1.5138 -3.1188 -0.3733 0.1624 0.1090
H 1.9831 3.6077 3.0190 -0.1225 -0.1173 0.2202
H 3.8410 -0.3688 -2.6654 0.1861 -0.1002 -0.0100
C 3.0203 -5.8483 1.3693 -0.1378 -0.0909 -0.4706
H -2.5390 -1.8530 -7.5455 0.0109 0.1377 0.1145
H -4.2787 -1.6481 -7.1182 0.1249 0.1636 -0.1583
H -3.0863 -3.0194 1.5825 0.3112 0.2104 0.0057
H -3.8050 1.8868 -1.3138 -0.0810 0.2345 0.0296
H -3.8383 4.1779 -2.2136 -0.1542 0.0125 -0.2629
C 1.1797 -0.1485 5.3186 -0.0812 -0.6321 0.0119
H 3.1887 -3.9066 3.0209 0.2264 -0.1513 0.0909
H -1.5306 -9.1014 2.0992 0.0752 0.0813 0.1511
H -0.1651 1.4190 5.6004 0.0364 0.3936 0.2052
H 2.8204 -6.0797 2.4148 0.2106 -0.0092 0.0801
C 3.9353 -4.6189 1.2047 -0.8450 0.2132 1.1434
H 2.5458 1.5937 7.0529 -0.0241 0.0642 0.1364
H 0.0213 0.9771 -4.3381 -0.2686 0.2674 0.2321
H -4.3603 1.0100 -4.1589 -0.0173 -0.3399 -0.0725
H -3.9714 4.8683 -5.6736 0.3533 -0.0287 -0.2412
O 0.0461 3.8757 2.3865 -0.2694 0.1864 -0.0020
H 2.6225 6.0508 4.7830 -0.0347 0.1327 0.1211
H 2.3206 2.2979 5.4590 -0.1303 -0.3054 -0.0512
H -2.5455 -3.9766 -6.2744 0.0762 0.2642 0.2517
H 3.4058 -6.7530 0.8812 0.1872 0.1947 0.1477
H 4.4337 -3.1354 -0.2422 0.0253 -0.1451 -0.0299
C -3.3187 -3.2253 -6.0338 -0.0345 -0.6366 -1.0224
H 2.9826 7.0923 3.3751 0.4141 0.0464 0.2130
C 2.7876 1.3121 -4.4635 0.5019 -0.2249 -0.3026
H 2.0779 -0.6026 5.7743 0.0438 0.2300 -0.1153
O -0.8270 -4.7373 2.1279 -0.0625 -0.2781 0.0756
H -2.9440 0.5897 -3.1394 -0.1021 -0.1645 -0.3594
N -1.0038 -8.3747 1.6287 0.0961 0.6892 -0.2568
H -3.7433 -3.0157 -8.1111 -0.0025 0.1263 -0.1112
C 1.7998 2.0195 6.3805 0.0839 0.7414 -0.6243
H -0.5298 6.2062 3.2790 0.3539 0.1305 0.0126
C -3.8423 -2.2429 1.6729 -0.3223 0.3011 -0.6969
C -3.8375 -4.4183 3.5163 -0.7702 -0.3671 -0.0604
C 0.6858 1.0207 6.1594 0.1359 -0.6085 0.0176
H 2.4833 -0.0827 2.3129 -0.0845 0.0233 0.1067
N -5.7035 2.2897 -2.1758 0.9859 0.2842 -0.0358
C 3.7894 5.7979 -0.3887 -0.4644 0.5737 -0.4722
H 6.3778 7.1560 1.1489 -0.0371 -0.0394 0.0019
C 1.4794 5.6395 3.0118 -1.5891 2.1892 1.2495
H -0.2046 1.9677 3.1877 0.1737 0.1618 0.0690
H -5.3588 -3.7253 1.4253 -0.1523 -0.0169 0.0455
H 0.5735 1.3738 -0.3559 0.0812 -0.0776 0.2569
C 3.2426 3.5546 -0.4660 -1.5051 0.3093 -1.3081
H 1.0511 0.2669 8.0053 -0.1367 0.2105 -0.0041
O 3.6474 4.6179 0.3426 0.2768 -0.8529 0.7841
H -1.5637 0.4967 0.4176 -0.0058 0.2027 -0.1383
H -5.9250 -2.2245 2.2231 -0.0967 -0.0488 0.0029
N 1.3555 2.1009 -6.2943 -0.1093 -0.3454 -0.0307
H 4.0179 6.6510 1.4860 0.0190 0.0880 -0.0265
H 2.7124 -3.0728 1.7485 0.4733 -0.1519 0.1190
H -3.8616 5.5946 -4.0894 0.3344 -0.0399 0.0122
H -4.6237 -2.3363 -0.2031 0.7088 0.1512 -0.0476
H 1.9415 3.2658 -4.6458 0.2064 -0.1502 -0.1448
N -4.6034 -3.9174 -5.7636 0.0812 -0.8037 -0.0911
H 3.5864 5.3739 3.4608 0.0743 0.4183 -0.0942
H 2.5716 -1.7980 -1.0437 0.2689 -0.0435 -0.0062
H 1.4043 5.8612 1.9417 0.8811 -0.5676 -0.0531
C -5.1055 -2.9430 2.1588 0.3627 0.2013 -0.2649
C 4.1800 0.6709 -2.6788 0.0854 0.1911 -0.1708
H 4.8176 8.9511 0.6454 0.0202 0.0308 0.1259
H -0.6280 -2.5521 -3.4318 0.2805 0.0750 0.2382
C 0.3391 0.3278 -0.5551 -0.3128 0.3306 -0.9769
H -3.5384 -4.8324 2.5451 -0.1425 0.2566 0.0151
H -1.2642 -3.5868 0.4594 -0.0481 0.1030 0.1454
C 1.1028 4.2211 3.2743 0.3782 -0.5795 -0.8662
H 3.1503 -0.8911 3.7313 -0.1937 0.1368 0.1535
C 2.2126 -0.5921 3.2421 0.1752 -0.2351 -0.5014
H 2.7887 6.1559 -0.6774 0.0215 0.0420 -0.0348
H 1.3516 -2.7406 -1.8476 -0.1355 -0.2841 0.2201
H 6.0564 5.5837 0.8425 0.0535 0.1348 -0.0385
H -0.6443 -2.7433 1.9168 -0.0160 0.1791 -0.0933
H -4.4212 -4.8104 -5.2907 0.0842 0.6014 0.2768
H -0.7350 -6.3718 4.3634 -0.0493 -0.1013 -0.0808
N -4.0354 -1.6607 0.3147 -1.5093 -0.6228 0.0181
H -4.7305 -0.9054 0.4092 0.6375 0.0818 0.0457
H -2.6190 -0.5165 2.1880 0.2274 -0.5176 -0.0625
C 4.2480 8.2357 0.0615 -0.4695 -0.2756 -1.1621
H 4.3660 5.6527 -1.3111 0.0873 -0.0886 0.0433
H 0.8123 -0.3632 0.1389 0.1352 0.1901 0.1507
H -3.1253 -1.4943 3.5766 -0.1788 0.0603 0.0965
O -1.7060 -1.7877 -4.9844 0.1206 -0.0408 -0.4381
H -5.0048 -4.2786 -6.6321 0.1138 0.6082 -0.0132
H 5.0643 0.7902 -3.3172 -0.0131 -0.2229 -0.0393
H 2.1642 1.7785 -6.8221 0.0378 0.3035 0.1514
H -2.2530 -6.9714 2.5824 0.3336 0.3523 0.0815
H 4.4586 0.9901 -1.6781 -0.0845 -0.1097 0.1214
H 0.4380 -3.7032 0.8498 0.0198 0.1070 0.1362
H 4.2961 -4.8022 -0.8879 -0.1529 0.1814 -0.1033
H 0.2405 -6.1461 1.0488 -0.3405 0.0549 -0.1357
H 0.7213 1.9102 -2.9853 -0.3408 0.0247 0.0279
H -5.8713 2.9502 -1.4156 -0.0491 -0.0792 -0.2668
H -4.2316 -0.3902 2.6751 -0.1919 -0.3766 0.3582
H -0.9298 2.1960 1.6320 -0.0584 0.6116 -0.1722
H -2.9516 -3.9712 3.9722 -0.1047 -0.0430 0.0593
H -3.7031 -1.7705 -4.4944 -0.0350 -0.0623 -0.0600
C -3.4646 -2.3571 -7.2856 -0.4000 -0.3663 0.4936
H 4.9774 -4.8983 1.3943 -0.1118 0.1019 0.0582
H 4.5434 8.3132 -0.9933 0.2713 0.1732 0.1867
O 2.5081 -3.7952 -0.5265 -0.1603 -0.5633 0.4199
H -2.3778 4.8259 -4.7891 0.0021 0.1627 -0.1380
C 2.3731 -2.7897 -1.4705 -0.1936 0.7970 -0.7997
O -4.9296 -3.4854 3.4320 0.4382 -0.5601 0.3181
H 0.6534 1.3790 -6.4557 0.0330 0.2115 0.1944
H -5.9849 2.7609 -3.0403 -0.1521 -0.1727 0.3148
H 1.4208 2.9635 6.7733 -0.0163 -0.1480 0.3434
C -1.1754 -7.0606 2.3420 -0.9934 -1.7359 0.0574
H 4.0596 3.1144 -1.0357 0.1008 -0.1303 0.1099
H 2.5025 3.9446 -1.1930 0.4111 -0.0567 -0.2114
H 2.0486 -5.6706 0.8960 0.2824 0.2147 0.1452
H -4.2202 -5.2710 4.0888 0.3236 0.2452 0.2177
H -2.8300 -3.2252 -3.9909 0.1444 0.1799 0.0769
C -0.0694 2.4914 2.2342 -0.0401 -0.9041 0.2553
H -4.5518 0.0120 -2.6535 -0.1417 -0.1742 -0.1783
H -1.7016 -1.2056 -3.0118 0.1233 0.0576 0.1991
C -4.0146 0.8134 -3.1466 0.6171 1.1827 0.5329
C -4.2113 2.0950 -2.3090 -1.5546 -0.9432 -0.0338
C 2.7827 6.0778 3.7096 -0.7420 -0.8713 -0.8116
N 0.2358 0.5933 7.4855 -0.0019 -0.5493 0.1756
H 0.6619 -6.8308 3.4200 0.0626 -0.3623 0.1478
N 3.5505 -3.5088 2.1607 -0.3425 -0.4226 -1.0451
N 5.9012 6.5319 0.5076 0.1873 -0.3321 0.0790
O 1.4264 0.2925 4.0031 0.3547 -0.0537 0.0942
C 4.4653 6.7998 0.4951 0.2275 0.4930 0.7119
H 2.5203 0.2605 -4.6851 -0.1256 0.0923 0.3279
O -1.3318 -1.3097 -0.4810 -0.7219 -0.5337 -0.3820
H -2.4527 3.2581 -2.7010 0.0430 -0.1285 -0.3115
C 0.3929 1.9596 -4.0251 0.9713 -0.5860 -0.2226
H -0.4291 -8.0989 4.0930 0.1023 -0.1683 0.0403
C -1.0196 -1.5904 -3.7697 -0.4247 -0.0942 -0.2550
H 3.1873 8.5029 0.0479 0.0560 0.0119 0.3954
H -1.4005 -8.3277 0.6872 0.1410 0.0973 0.3012
C -0.5609 -3.6322 1.3004 0.2240 -0.1095 -0.3795
C -1.1600 0.0909 -0.5226 0.1157 -0.1752 1.1368
H -1.7015 0.5879 -1.3343 0.1435 -0.1402 -0.2047
C 3.8534 -4.0686 -0.1965 0.4609 0.1348 -0.0400
H 0.8199 2.0597 1.7544 0.0412 0.0971 0.1295
O -3.8774 3.5299 -4.1803 -0.3501 0.1467 -0.8710
C 1.6483 2.2281 -4.8563 -0.4069 0.4274 -0.2186
C -0.3696 -7.1136 3.6480 -0.0902 0.9488 -0.5973
H -0.3720 -0.2264 7.4458 -0.0430 0.3232 -0.1920
```
Forces are in eV/Å.

As for the HOMO energy: -9.04 eV. The lowest unoccupied orbital energy comes out at 0.464 eV. Its structure (SMILES) is COC[C@H](C)N.COC[C@H](C)N.COC[C@H](C)N.COC[C@H](C)N.COC[C@H](C)N.COC[C@H](C)N.COC[C@H](C)N.COC[C@H](C)N.COC[C@H](C)N.CCO. For the orbital gap, the calculation gives 9.51 eV.


It is found that the ΔE to the lowest compared entry with this formula, charge and spin values, taken in the order of the records, are 2.000; 1.611; 1.148 eV.